A.
DFT (the ωB97M-V functional and the def2-TZVPD basis) results for the molecule C5H4N2O.

Last column: natural (NBO) charge in e.
CARTESIAN COORDINATES (ANGSTROEM)
H1 -2.391 0.778 0.299  0.333
N1 -1.684 1.400 0.245  -0.478
C1 -0.564 0.773 0.009  0.251
N2 0.577 1.454 -0.152  -0.427
C2 1.676 0.814 -0.506  0.102
C3 1.736 -0.666 -0.665  -0.221
C4 0.696 -1.388 -0.085  -0.222
C5 -0.701 -0.798 0.313  0.493
O1 -1.642 -1.418 0.727  -0.488
H2 2.518 1.580 -0.617  0.222
H3 2.621 -1.076 -0.899  0.213
H4 1.073 -2.328 0.362  0.222

LUMO = -1.82 eV
Charge = 0
E_HOMO = -9.48 eV
SMILES = [H]/N=C1/N=CC=CC1=O
Kohn-Sham gap = 7.66 eV



B.
DFT (the ωB97M-V functional and the def2-TZVPD basis) results for a structure of composition C5H4N2O.

Last column: natural (NBO) charge in e.
CARTESIAN COORDINATES (ANGSTROEM)
C1 -1.473 -1.461 -0.253  -0.104
C2 -0.478 -0.031 0.774  0.425
C3 1.227 1.363 0.583  -0.048
C4 1.243 1.085 -0.723  -0.093
C5 -0.662 -0.185 -0.576  0.118
H1 -0.697 -2.371 -0.379  0.210
H2 -2.546 -1.781 -0.590  0.224
H3 1.753 2.209 1.358  0.250
H4 2.163 1.620 -1.334  0.227
N1 0.477 0.477 1.462  -0.380
N2 0.234 0.301 -1.442  -0.334
O1 -1.241 -1.227 1.120  -0.494

LUMO = -0.40 eV
Charge = 0
E_HOMO = -9.77 eV
Kohn-Sham gap = 9.38 eV



C.
DFT (the ωB97M-V functional and the def2-TZVPD basis) results for the molecule C5H4N2O.

Last column: natural (NBO) charge in e.
CARTESIAN COORDINATES (ANGSTROEM)
C1 1.687 -0.333 -1.240  -0.036
C2 0.711 -1.032 -1.660  -0.033
N1 0.313 0.320 -1.254  -0.455
C3 -0.309 0.487 -0.019  0.341
C4 -1.099 1.547 0.440  -0.131
N2 -1.636 1.225 1.669  -0.454
C5 -1.145 0.047 1.909  0.313
O1 -0.322 -0.442 1.010  -0.416
H1 2.564 -0.156 -0.755  0.228
H2 0.210 -1.816 -2.203  0.238
H3 -1.414 2.541 0.086  0.228
H4 -1.231 -0.513 2.766  0.177

LUMO = 0.93 eV
Charge = 0
E_HOMO = -8.63 eV
SMILES = C1=CN1c1cnco1
Kohn-Sham gap = 9.55 eV



Q: Which of them is the least stable? A: C.



A.
DFT (the ωB97M-V functional and the def2-TZVPD basis) results for the molecule C9H11NOS.

Last column: natural (NBO) charge in e.
CARTESIAN COORDINATES (ANGSTROEM)
C1 2.513 -2.423 -0.418  -0.290
O1 3.042 -1.207 0.352  -0.478
C2 2.168 -0.260 0.089  0.283
C3 2.680 0.975 0.518  -0.242
C4 1.935 2.136 0.020  -0.184
C5 0.542 1.989 -0.300  -0.241
C6 0.021 0.771 -0.465  -0.079
C7 -1.348 0.522 -0.921  -0.509
C8 -2.307 0.101 0.200  0.167
N1 -1.925 0.071 1.471  -0.779
S1 -3.788 -0.664 -0.146  -0.243
C9 0.849 -0.293 -0.260  -0.299
H1 1.597 -2.726 -0.071  0.180
H2 3.234 -3.308 -0.042  0.216
H3 2.626 -2.068 -1.613  0.217
H4 3.702 1.198 1.023  0.237
H5 2.497 3.227 -0.226  0.233
H6 -0.083 2.909 -0.939  0.215
H7 -1.589 -0.344 -1.696  0.285
H8 -1.806 1.399 -1.523  0.261
H9 -1.100 0.524 1.827  0.398
H10 -2.308 -0.756 2.257  0.437
H11 0.657 -1.380 -0.567  0.216

LUMO = 0.33 eV
Charge = 0
E_HOMO = -8.03 eV
SMILES = COc1cccc(CC(N)=S)c1
Kohn-Sham gap = 8.36 eV



B.
DFT (the ωB97M-V functional and the def2-TZVPD basis) results for the molecule C9H11NOS.

Last column: natural (NBO) charge in e.
CARTESIAN COORDINATES (ANGSTROEM)
C1 2.629 1.891 -0.694  -0.220
C2 1.584 1.538 -0.155  -0.026
C3 -0.155 -0.185 0.536  -0.258
C4 2.164 -1.007 -1.725  -0.003
C5 0.779 -1.343 0.302  0.127
C6 -0.722 0.700 -0.562  -0.250
C7 0.258 1.217 0.433  0.195
C8 0.669 -2.506 1.225  -0.632
C9 -2.195 1.112 -0.426  -0.538
N1 1.449 -1.255 -0.798  -0.289
O1 -0.142 2.128 1.385  -0.697
S1 -3.305 -0.282 -0.872  -0.045
H1 3.510 2.391 -0.985  0.235
H2 -0.786 -0.267 1.324  0.225
H3 1.851 -1.150 -2.701  0.167
H4 -0.557 0.411 -1.634  0.248
H5 -0.253 -2.960 1.080  0.215
H6 0.527 -2.344 2.299  0.228
H7 1.395 -3.187 0.989  0.226
H8 -2.329 2.083 -1.060  0.244
H9 -2.582 1.332 0.672  0.232
H10 -0.746 2.810 1.176  0.488
H11 -3.042 -1.124 0.189  0.127

LUMO = 0.64 eV
Charge = 0
E_HOMO = -7.31 eV
Kohn-Sham gap = 7.95 eV



Q: Which of them is the least stable? A: B.



A.
DFT (the ωB97M-V functional and the def2-TZVPD basis) results for a structure of composition C20H29N4OSSi2V.

Last column: natural (NBO) charge in e.
CARTESIAN COORDINATES (ANGSTROEM)
V1 -0.464 -0.116 0.877  1.408
N1 -1.055 -3.849 2.888  -0.774
C1 -0.957 -2.546 2.578  0.303
S1 -1.686 -2.037 1.045  -0.051
N2 -0.314 -1.753 3.387  -0.390
N3 -0.356 -0.460 2.868  -0.332
C2 -0.334 0.492 3.727  0.156
C3 -0.587 1.889 3.401  -0.186
C4 -0.411 2.864 4.387  -0.130
C5 -0.744 4.181 4.138  -0.215
C6 -1.281 4.537 2.903  -0.143
C7 -1.482 3.590 1.913  -0.240
C8 -1.129 2.283 2.174  0.301
O1 -1.320 1.324 1.203  -0.655
H1 -1.630 -4.462 2.338  0.416
H2 -0.734 -4.160 3.790  0.419
H3 -0.183 0.218 4.769  0.227
H4 -0.012 2.572 5.351  0.228
H5 -0.599 4.930 4.904  0.236
H6 -1.551 5.567 2.711  0.235
H7 -1.904 3.848 0.952  0.244
C9 0.606 2.454 -1.146  -1.116
Si1 -0.365 1.107 -2.019  1.691
C10 0.147 1.194 -3.802  -1.130
C11 -2.203 1.380 -1.966  -1.126
C12 0.060 -0.538 -1.139  -1.237
C13 1.459 -0.558 -0.630  0.313
C14 2.680 -0.519 -1.311  -0.274
C15 3.842 -0.510 -0.574  -0.086
C16 3.803 -0.525 0.829  -0.258
C17 2.589 -0.538 1.453  0.086
N4 1.452 -0.564 0.720  -0.585
Si2 -0.333 -2.143 -2.070  1.738
C18 0.371 -3.575 -1.104  -1.135
C19 0.543 -2.248 -3.714  -1.133
C20 -2.161 -2.233 -2.409  -1.138
H8 0.167 3.434 -1.351  0.256
H9 1.627 2.469 -1.538  0.247
H10 0.686 2.371 -0.059  0.212
H11 0.026 2.226 -4.145  0.254
H12 -0.476 0.566 -4.438  0.244
H13 1.192 0.916 -3.958  0.238
H14 -2.433 2.425 -2.191  0.252
H15 -2.667 1.137 -1.010  0.239
H16 -2.683 0.770 -2.735  0.251
H17 2.689 -0.497 -2.392  0.245
H18 4.799 -0.484 -1.079  0.239
H19 4.712 -0.520 1.413  0.246
H20 2.475 -0.549 2.528  0.226
H21 1.457 -3.598 -1.239  0.238
H22 -0.017 -4.519 -1.493  0.253
H23 0.159 -3.539 -0.036  0.235
H24 1.623 -2.103 -3.634  0.230
H25 0.158 -1.560 -4.462  0.241
H26 0.390 -3.263 -4.095  0.253
H27 -2.778 -1.757 -1.647  0.239
H28 -2.483 -3.274 -2.493  0.256
H29 -2.379 -1.748 -3.364  0.246

LUMO (spin up / spin down) = -4.20 / -3.69 eV
Charge = +1
Spin multiplicity = 2
E_HOMO (spin up / spin down) = -11.62 / -11.63 eV
Kohn-Sham gap (spin up / spin down) = 7.42 / 7.94 eV



B.
DFT (the ωB97M-V functional and the def2-TZVPD basis) results for a structure of composition C20H29N4OSSi2V.

Last column: natural (NBO) charge in e.
CARTESIAN COORDINATES (ANGSTROEM)
V1 0.299 -0.435 -1.473  1.399
N1 3.992 1.378 -2.636  -0.775
C1 2.695 1.080 -2.448  0.318
S1 2.233 -0.611 -2.722  -0.115
N2 1.890 2.024 -2.067  -0.399
N3 0.591 1.519 -1.890  -0.346
C2 -0.328 2.397 -2.067  0.171
C3 -1.752 2.114 -2.125  -0.197
C4 -2.656 3.156 -2.329  -0.127
C5 -4.002 2.881 -2.485  -0.214
C6 -4.449 1.563 -2.457  -0.147
C7 -3.568 0.508 -2.261  -0.259
C8 -2.240 0.815 -2.087  0.370
O1 -1.309 -0.185 -1.860  -0.639
H1 4.610 0.712 -3.063  0.416
H2 4.288 2.335 -2.543  0.418
H3 0.010 3.413 -2.258  0.231
H4 -2.293 4.176 -2.369  0.231
H5 -4.704 3.687 -2.639  0.237
H6 -5.501 1.350 -2.596  0.235
H7 -3.899 -0.520 -2.237  0.246
C9 -2.567 -1.214 0.839  -1.132
Si1 -1.217 -0.086 1.490  1.718
C10 -1.546 1.723 1.192  -1.137
C11 -1.268 -0.343 3.330  -1.132
C12 0.427 -0.565 0.639  -1.217
C13 0.498 -2.046 0.443  0.288
C14 0.481 -3.092 1.368  -0.273
C15 0.532 -4.387 0.902  -0.093
C16 0.597 -4.651 -0.471  -0.257
C17 0.607 -3.594 -1.339  0.088
N4 0.557 -2.329 -0.875  -0.556
Si2 2.027 0.095 1.463  1.710
C18 2.121 -0.356 3.265  -1.125
C19 3.518 -0.731 0.719  -1.142
C20 2.080 1.942 1.350  -1.141
H8 -3.474 -0.646 0.612  0.249
H9 -2.828 -1.939 1.614  0.249
H10 -2.299 -1.777 -0.054  0.228
H11 -2.599 1.905 0.966  0.251
H12 -0.944 2.136 0.383  0.229
H13 -1.301 2.289 2.095  0.253
H14 -2.310 -0.189 3.633  0.253
H15 -0.663 0.370 3.886  0.240
H16 -0.990 -1.354 3.640  0.236
H17 0.429 -2.873 2.425  0.242
H18 0.523 -5.211 1.605  0.238
H19 0.638 -5.662 -0.848  0.245
H20 0.663 -3.722 -2.411  0.220
H21 2.020 -1.430 3.440  0.233
H22 1.401 0.167 3.889  0.240
H23 3.120 -0.069 3.611  0.253
H24 3.668 -1.704 1.195  0.245
H25 4.406 -0.127 0.929  0.254
H26 3.469 -0.889 -0.356  0.242
H27 1.374 2.386 2.058  0.244
H28 1.862 2.331 0.355  0.248
H29 3.081 2.283 1.629  0.253

LUMO (spin up / spin down) = -4.10 / -3.76 eV
Charge = +1
Spin multiplicity = 2
E_HOMO (spin up / spin down) = -11.56 / -11.67 eV
Kohn-Sham gap (spin up / spin down) = 7.47 / 7.91 eV



Q: Which of them is the least stable? A: A.